Entry one
ORCA calculation (ωB97M-V/def2-TZVPD) on a structure of composition C7H8N2O.

Summary:
Orbital gap: 10.021 eV
E_HOMO: -0.3518 hartree

Structure (XYZ):
```
18
Properties=species:S:1:pos:R:3:nbo_charge:R:1
C -2.080 2.027 -0.379 -0.192
C -1.261 1.403 0.258 -0.029
C -0.170 0.810 0.994 -0.273
C -0.272 -0.540 1.619 0.035
N -1.156 -1.348 0.775 -0.587
C 0.003 -1.561 -0.130 -0.183
C 0.705 -0.330 0.468 -0.234
C 1.953 0.046 -0.178 0.421
N 2.757 0.919 -0.417 -0.408
H -2.968 2.502 -0.757 0.240
H 0.419 1.513 1.590 0.262
H -0.088 -0.721 2.677 0.232
H -1.407 -2.209 1.251 0.368
H 0.566 -2.485 0.047 0.199
H -0.240 -1.657 -1.195 0.188
O 1.049 0.422 -2.394 -1.153
H 0.186 0.019 -2.186 0.515
H 2.005 1.188 -2.042 0.599
```



Entry two
ORCA calculation (ωB97M-V/def2-TZVPD) on an isolated molecule of C7H8N2O.

Summary:
Orbital gap (spin up / spin down): 6.645 / 7.328 eV
E_HOMO (spin up / spin down): -0.3082 / -0.2988 hartree

Structure (XYZ):
```
18
Properties=species:S:1:pos:R:3:nbo_charge:R:1
C -0.915 -2.521 0.022 0.140
C -0.693 1.096 0.139 -0.137
C 0.728 1.045 0.120 -0.037
C -1.023 -1.176 0.041 0.112
C -1.545 0.019 0.117 -0.130
C -3.045 0.273 0.157 -0.624
C 3.538 -1.003 0.282 -0.260
N -0.922 -3.689 -0.007 -0.267
N 1.323 -0.049 0.255 -0.082
O 2.696 0.124 0.087 -0.389
H -1.127 2.174 0.109 0.213
H 1.410 1.947 -0.094 0.205
H -3.316 0.921 0.924 0.223
H -3.537 0.757 -0.735 0.233
H -3.629 -0.749 0.250 0.230
H 3.622 -1.343 1.351 0.177
H 4.541 -0.719 0.124 0.201
H 3.238 -1.939 -0.305 0.192
```



Which structure is most stable? entry two, by 37.1 kcal/mol over the runner-up.



Entry one
ORCA calculation (ωB97M-V/def2-TZVPD) on a cluster of 7 separate species, CH16O7 in total.

Summary:
Orbital gap: 7.720 eV
E_HOMO: -0.2814 hartree

Structure (XYZ):
```
24
Properties=species:S:1:pos:R:3:nbo_charge:R:1
O 0.845 -0.360 -0.120 -0.845
H 1.448 -0.186 -0.878 0.543
H 0.849 0.490 0.421 0.544
H -0.132 -0.398 -0.459 0.542
C -2.275 -1.075 -1.077 -0.232
O -1.619 0.151 -0.907 -1.001
H -3.343 -0.836 -1.197 0.145
H -1.966 -1.626 -1.981 0.127
H -2.182 -1.759 -0.215 0.108
O -0.602 -1.844 2.100 -0.959
H -1.244 -1.124 2.054 0.489
H -1.135 -2.645 2.123 0.491
O 0.897 1.864 1.262 -0.950
H 1.304 2.735 1.267 0.507
H 0.425 1.801 2.100 0.496
O 2.046 -1.681 2.706 -0.971
H 2.426 -2.070 1.914 0.460
H 1.095 -1.594 2.504 0.492
O -1.224 2.941 -1.259 -0.984
H -1.912 2.834 -1.919 0.468
H -1.179 2.067 -0.837 0.507
O 2.416 0.656 -2.168 -0.966
H 3.245 0.564 -2.648 0.493
H 1.815 1.093 -2.785 0.499
```



Entry two
ORCA calculation (ωB97M-V/def2-TZVPD) on a cluster of 7 separate species, CH16O7 in total.

Summary:
Orbital gap: 6.641 eV
E_HOMO: -0.2655 hartree

Structure (XYZ):
```
24
Properties=species:S:1:pos:R:3:nbo_charge:R:1
O 0.191 0.707 0.960 -0.820
H -0.452 0.102 0.494 0.588
H 0.597 1.266 0.325 0.560
H 0.851 0.239 1.569 0.573
C -2.200 -1.051 0.122 -0.260
O -1.555 -0.797 -1.087 -0.990
H -2.523 -0.228 0.637 0.127
H -1.525 -1.617 0.853 0.071
H -3.039 -1.748 0.032 0.159
O 1.323 -1.865 0.087 -0.951
H 2.273 -2.006 0.030 0.471
H 0.882 -2.729 0.159 0.500
O 2.073 -0.771 2.492 -0.982
H 2.883 -0.944 2.988 0.496
H 1.932 -1.526 1.922 0.495
O -3.446 1.329 -1.545 -0.962
H -3.038 2.186 -1.742 0.457
H -2.745 0.810 -1.134 0.487
O 2.280 1.879 -0.291 -0.953
H 2.291 2.784 -0.608 0.490
H 3.168 1.784 -0.074 0.479
O -0.155 1.060 -2.271 -0.995
H 0.707 0.741 -1.946 0.446
H -0.772 0.396 -1.964 0.515
```



Which structure is most stable? entry one, by 31.5 kcal/mol over the runner-up.



Entry one
ORCA calculation (ωB97M-V/def2-TZVPD) on a cluster of 7 separate species, C14H28Cl14 in total.

Summary:
Orbital gap (spin up / spin down): 1.773 / 10.200 eV
Net charge: -1
2S+1: 2
E_HOMO (spin up / spin down): 0.0126 / -0.2976 hartree

Structure (XYZ):
```
56
Properties=species:S:1:pos:R:3:nbo_charge:R:1
Cl -5.998 -0.116 -0.581 -0.054
C -5.919 1.157 0.650 -0.394
C -4.502 1.259 1.287 -0.391
Cl -4.039 -0.191 2.235 -0.081
H -6.718 1.026 1.379 0.215
H -6.141 2.106 0.162 0.215
H -4.443 2.032 2.053 0.240
H -3.743 1.447 0.528 0.229
Cl -3.712 2.438 4.480 -0.130
C -2.081 3.237 4.386 -0.500
C -2.007 3.928 3.037 -0.543
Cl -1.711 2.724 1.778 -0.093
H -1.349 2.451 4.571 0.229
H -2.022 3.992 5.170 0.213
H -1.139 4.583 3.109 0.193
H -2.907 4.513 2.847 0.215
Cl -2.577 -6.031 -0.787 -0.063
C -0.865 -6.142 -1.281 -0.396
C -0.622 -5.658 -2.677 -0.377
Cl -1.525 -6.725 -3.855 -0.084
H -0.542 -7.171 -1.127 0.215
H -0.359 -5.574 -0.500 0.237
H 0.434 -5.710 -2.945 0.228
H -0.822 -4.589 -2.748 0.237
Cl 1.838 5.325 -2.045 -0.061
C 2.776 4.818 -0.680 -0.463
C 2.166 3.692 0.140 -0.470
Cl 2.416 2.087 -0.679 -0.121
H 2.900 5.710 -0.066 0.217
H 3.749 4.589 -1.114 0.219
H 1.092 3.871 0.191 0.229
H 2.676 3.632 1.102 0.206
Cl 4.643 -0.281 -3.551 -0.036
C 3.183 -1.181 -3.964 -0.416
C 3.549 -2.573 -4.396 -0.354
Cl 3.870 -3.577 -2.868 -0.095
H 2.830 -0.656 -4.852 0.220
H 2.321 -1.191 -3.297 0.237
H 4.414 -2.539 -5.059 0.218
H 2.872 -3.074 -5.088 0.224
Cl 0.984 0.755 2.463 -0.149
C 2.568 0.111 3.001 -0.528
C 2.705 -1.384 2.660 -0.447
Cl 3.042 -1.610 0.963 -0.032
H 2.603 0.299 4.074 0.212
H 3.354 0.724 2.560 0.218
H 1.766 -1.835 2.981 0.222
H 3.370 -1.950 3.312 0.221
Cl -1.979 0.136 -2.034 -0.093
C -0.855 0.088 -0.622 -0.382
C 0.383 -0.677 -0.941 -0.410
Cl 0.102 -2.376 -1.394 -0.089
H -1.390 -0.280 0.254 0.232
H -0.596 1.121 -0.391 0.239
H 1.038 -0.570 -0.076 0.261
H 0.918 -0.191 -1.756 0.213
```



Entry two
ORCA calculation (ωB97M-V/def2-TZVPD) on a cluster of 7 separate species, C14H28Cl14 in total.

Summary:
Orbital gap (spin up / spin down): 1.740 / 10.562 eV
Net charge: -1
2S+1: 2
E_HOMO (spin up / spin down): 0.0171 / -0.3075 hartree

Structure (XYZ):
```
56
Properties=species:S:1:pos:R:3:nbo_charge:R:1
Cl -1.083 3.513 0.873 -0.082
C -2.167 4.894 0.642 -0.510
C -1.805 5.720 -0.618 -0.439
Cl -0.371 6.733 -0.295 -0.091
H -2.265 5.548 1.508 0.214
H -3.159 4.461 0.514 0.208
H -2.551 6.475 -0.865 0.218
H -1.704 5.036 -1.461 0.231
Cl 0.038 3.693 -3.671 -0.159
C 1.353 4.456 -2.714 -0.405
C 1.648 5.850 -3.289 -0.395
Cl 2.380 5.551 -4.885 -0.075
H 2.262 3.871 -2.853 0.223
H 1.024 4.463 -1.675 0.242
H 2.298 6.419 -2.623 0.219
H 0.820 6.549 -3.407 0.226
Cl -4.506 0.359 5.953 -0.098
C -3.325 1.018 4.735 -0.424
C -1.963 0.296 4.653 -0.420
Cl -0.796 1.038 3.538 -0.034
H -3.236 2.079 4.969 0.212
H -3.847 1.011 3.777 0.207
H -2.226 -0.716 4.345 0.215
H -1.505 0.304 5.641 0.216
Cl -2.277 -4.064 -1.288 -0.142
C -0.684 -4.559 -1.823 -0.446
C -0.331 -3.903 -3.107 -0.428
Cl 0.429 -2.289 -2.800 -0.145
H -0.641 -5.648 -1.791 0.228
H -0.003 -4.274 -1.021 0.239
H -1.187 -3.744 -3.764 0.236
H 0.401 -4.479 -3.672 0.212
Cl 2.954 -4.123 0.594 -0.082
C 3.626 -3.257 -0.859 -0.379
C 3.556 -4.180 -2.065 -0.397
Cl 4.460 -5.701 -1.800 -0.068
H 4.639 -2.930 -0.628 0.218
H 3.049 -2.334 -0.916 0.249
H 3.978 -3.729 -2.963 0.224
H 2.539 -4.408 -2.381 0.218
Cl -0.726 -5.513 1.739 -0.062
C -1.054 -3.820 2.119 -0.422
C 0.077 -3.239 3.053 -0.381
Cl 0.243 -4.244 4.539 -0.084
H -1.953 -3.746 2.730 0.212
H -1.169 -3.219 1.216 0.238
H -0.115 -2.201 3.325 0.226
H 1.047 -3.153 2.564 0.227
Cl 1.063 -1.044 0.780 -0.069
C -0.004 0.044 -0.075 -0.510
C 0.762 1.002 -0.994 -0.424
Cl 1.898 2.011 -0.040 -0.087
H -0.667 0.584 0.601 0.224
H -0.626 -0.586 -0.710 0.225
H 0.047 1.586 -1.574 0.237
H 1.357 0.540 -1.781 0.216
```



Which structure is most stable? entry two, by 8.8 kcal/mol over the runner-up.



Entry one
ORCA calculation (ωB97M-V/def2-TZVPD) on a cluster of 2 separate species, C3H11N2O in total.

Summary:
Orbital gap: 11.063 eV
Net charge: +1
E_HOMO: -0.5196 hartree

Structure (XYZ):
```
17
Properties=species:S:1:pos:R:3:nbo_charge:R:1
C -2.214 0.954 0.499 -0.717
C -1.236 0.420 -0.482 0.708
O -0.102 0.053 -0.117 -0.767
N -1.574 0.336 -1.762 -0.760
H -2.420 0.226 1.278 0.253
H -3.106 1.395 0.088 0.236
H -0.888 -0.028 -2.400 0.415
H -2.470 0.630 -2.093 0.414
H -1.719 1.726 1.032 0.250
C 2.838 -0.689 0.261 -0.427
N 1.830 -0.831 1.350 -0.676
H 1.842 -0.033 1.989 0.434
H 0.849 -0.902 1.049 0.486
H 2.127 -1.609 1.942 0.428
H 2.355 -0.195 -0.581 0.254
H 3.159 -1.666 -0.083 0.235
H 3.627 -0.031 0.579 0.233
```



Entry two
ORCA calculation (ωB97M-V/def2-TZVPD) on a cluster of 2 separate species, C3H11N2O in total.

Summary:
Orbital gap: 10.719 eV
Net charge: +1
E_HOMO: -0.5126 hartree

Structure (XYZ):
```
17
Properties=species:S:1:pos:R:3:nbo_charge:R:1
C 1.815 -0.346 1.760 -0.716
C 0.402 0.020 1.294 0.706
O 0.126 0.474 0.176 -0.737
N -0.495 0.145 2.292 -0.793
H 2.261 0.606 2.041 0.257
H 2.532 -0.762 1.059 0.255
H -1.476 0.163 2.069 0.405
H -0.259 -0.072 3.247 0.408
H 1.655 -0.948 2.665 0.226
C -0.636 -0.606 -2.146 -0.461
N -1.030 0.814 -2.041 -0.661
H -0.277 1.502 -1.922 0.459
H -1.483 0.998 -2.941 0.435
H -1.655 1.048 -1.272 0.457
H -0.235 -0.867 -3.130 0.240
H -1.395 -1.288 -1.720 0.246
H 0.150 -0.882 -1.431 0.275
```



Which structure is most stable? entry one, by 17.2 kcal/mol over the runner-up.



Entry one
ORCA calculation (ωB97M-V/def2-TZVPD) on a cluster of 2 separate species, C3H11N2O in total.

Summary:
Orbital gap: 9.788 eV
Net charge: +1
E_HOMO: -0.4831 hartree

Structure (XYZ):
```
17
Properties=species:S:1:pos:R:3:nbo_charge:R:1
C 0.735 -0.383 2.080 -0.657
C 0.450 0.150 0.733 0.250
C 1.092 -0.410 -0.312 -0.231
N 0.687 -0.204 -1.719 -0.685
N -0.496 1.134 0.567 -0.818
H 1.135 0.349 2.766 0.244
H 1.449 -1.193 2.077 0.243
H -0.171 -0.787 2.522 0.249
H 1.867 -1.130 -0.142 0.235
H -0.167 -0.728 -1.939 0.469
H 1.445 -0.545 -2.307 0.447
H 0.554 0.784 -1.959 0.434
H -0.560 1.866 1.254 0.421
H -0.771 1.312 -0.379 0.389
H -2.132 -0.291 -0.390 0.490
H -2.979 0.262 -1.499 0.502
O -2.138 -0.187 -1.353 -0.982
```



Entry two
ORCA calculation (ωB97M-V/def2-TZVPD) on a cluster of 2 separate species, C3H11N2O in total.

Summary:
Orbital gap: 10.648 eV
Net charge: +1
E_HOMO: -0.5225 hartree

Structure (XYZ):
```
17
Properties=species:S:1:pos:R:3:nbo_charge:R:1
C -2.102 0.190 -0.726 -0.480
N -1.454 -1.213 -0.795 -0.733
H -0.874 -1.358 0.120 0.476
H -0.872 -1.619 -1.548 0.482
H -2.338 -1.906 -0.596 0.455
H -1.740 0.938 0.032 0.265
H -1.714 0.731 -1.710 0.251
H -3.252 0.279 -0.903 0.271
C 1.777 1.360 0.253 -0.716
C 1.580 -0.095 0.265 0.712
O 1.205 -0.778 -0.633 -0.628
N 1.330 -0.531 1.617 -0.863
H 1.867 1.624 -0.904 0.243
H 2.507 1.818 0.690 0.237
H 1.546 -1.420 1.871 0.388
H 1.707 0.125 2.394 0.395
H 0.826 1.855 0.573 0.244
```



Entry three
ORCA calculation (ωB97M-V/def2-TZVPD) on a cluster of 2 separate species, C3H11N2O in total.

Summary:
Orbital gap: 11.509 eV
Net charge: +1
E_HOMO: -0.5434 hartree

Structure (XYZ):
```
17
Properties=species:S:1:pos:R:3:nbo_charge:R:1
C 1.434 1.095 1.280 -0.634
C 1.115 -0.252 0.647 -0.237
N -0.198 -0.256 -0.020 -0.506
C -1.291 -0.618 0.591 0.387
N -2.488 -0.178 0.141 -0.739
H 1.974 1.055 2.256 0.252
H 1.860 1.830 0.598 0.232
H 0.429 1.522 1.531 0.214
H 1.691 -0.645 -0.191 0.221
H 1.201 -1.026 1.396 0.223
H -0.251 0.138 -1.029 0.462
H -1.316 -1.255 1.484 0.225
H -2.468 0.518 -0.588 0.411
H -3.294 -0.776 0.212 0.427
H 1.137 0.081 -2.815 0.505
H 0.153 -0.976 -3.062 0.510
O 0.312 -0.257 -2.432 -0.953
```



Entry four
ORCA calculation (ωB97M-V/def2-TZVPD) on a cluster of 2 separate species, C3H11N2O in total.

Summary:
Orbital gap: 10.632 eV
Net charge: +1
E_HOMO: -0.5107 hartree

Structure (XYZ):
```
17
Properties=species:S:1:pos:R:3:nbo_charge:R:1
C 0.105 0.136 -1.561 -0.689
C -1.448 -0.193 0.433 -0.696
C -0.475 0.568 -0.275 0.552
N 1.448 -1.274 1.054 -0.413
N -0.386 1.878 -0.103 -0.698
O 1.164 0.092 1.080 -0.636
H 1.038 0.760 -1.641 0.248
H 0.389 -0.882 -1.499 0.222
H -0.537 0.222 -2.445 0.274
H -2.412 -0.011 0.026 0.276
H -1.218 -1.269 0.208 0.211
H -1.368 -0.075 1.480 0.265
H 1.733 -1.400 2.095 0.443
H 0.553 -1.774 1.005 0.387
H 0.110 2.453 -0.847 0.423
H 2.094 -1.614 0.334 0.409
H -0.791 2.383 0.654 0.422
```



Which structure is most stable? entry three, by 4.7 kcal/mol over the runner-up.